1.
36
Properties=species:S:1:pos:R:3:forces:R:3:mulliken_charge:R:1 method="wB97M-V/def2-TZVPD" total_charge=0 smiles=CCc1c[nH]c2ccccc12.CC(C)C relative_energy_ev=1.750
C -0.781 -0.207 2.322 -1.6 0.1 -0.2 1.307
C -1.498 0.706 1.285 -0.5 -1.3 -0.4 -0.737
C 0.326 0.481 3.077 2.0 1.1 -0.7 -1.615
C -1.766 -0.834 3.353 0.8 -0.2 0.1 -1.545
H -0.516 -1.085 1.714 1.0 0.4 0.4 -0.107
H -1.201 1.741 1.139 0.1 0.1 0.7 0.333
H 1.174 -0.167 3.329 -0.4 -0.2 0.4 0.366
H 0.852 1.281 2.511 -0.4 -0.5 -0.4 0.391
H 0.039 1.074 3.946 -0.5 -0.6 0.3 0.371
H -2.173 -1.787 3.011 -0.3 0.2 -0.3 0.388
H -1.119 -1.131 4.186 -0.4 0.2 0.3 0.410
H -2.570 -0.169 3.686 0.2 -0.1 0.0 0.349
H -2.583 0.596 1.407 0.1 0.5 0.1 0.375
H -1.327 0.251 0.309 0.1 0.1 0.5 -0.544
C -1.181 1.303 -1.695 0.7 1.3 -1.1 -0.519
C -1.501 1.840 -3.123 -1.0 -0.3 -0.1 -1.375
C 0.260 0.930 -1.484 -0.6 0.7 -0.2 0.460
C 1.333 1.752 -1.350 0.3 0.1 -0.7 -0.976
C 0.726 -0.397 -1.289 0.7 -0.8 0.4 1.151
C 2.113 -0.335 -0.945 -1.5 1.1 -1.1 -0.463
C 0.145 -1.657 -1.439 -0.8 -0.9 0.6 -0.129
C 2.810 -1.518 -0.954 1.9 -1.6 0.4 -0.691
C 0.797 -2.807 -1.018 1.4 -0.2 0.8 -0.706
C 2.195 -2.775 -0.819 -0.8 2.0 -0.6 -0.470
N 2.438 1.040 -0.959 1.0 -2.0 -0.2 -0.080
H -1.468 2.167 -1.083 0.3 -0.5 0.4 0.219
H -1.731 0.453 -1.327 -0.8 -0.1 -0.7 0.680
H -2.046 1.168 -3.786 0.1 -0.4 0.2 0.296
H 1.507 2.739 -1.757 -0.4 0.3 0.7 0.444
H 3.398 1.321 -1.097 -0.3 0.2 0.1 0.244
H -0.823 -1.898 -1.869 -0.3 0.9 0.3 0.377
H 3.878 -1.631 -1.148 0.0 0.8 0.6 0.311
H 0.265 -3.701 -0.713 -0.2 -0.1 -0.9 0.373
H 2.855 -3.621 -0.694 -0.4 -0.3 0.0 0.401
H -0.652 2.183 -3.699 0.5 0.0 0.2 0.345
H -2.175 2.691 -3.028 0.0 0.1 0.0 0.367

=====

2.
39
Properties=species:S:1:pos:R:3:forces:R:3:mulliken_charge:R:1 method="wB97M-V/def2-TZVPD" total_charge=+1 smiles="O=C(CC[NH+]1CCOCC1)NCc1ccccc1" relative_energy_ev=0.000
O -0.590 0.791 -0.174 0.1 0.3 0.2 -0.844
C -0.911 -0.381 -0.419 -0.1 -0.4 -0.4 0.792
N -1.497 -1.167 0.466 -0.2 -0.2 0.0 -0.139
H -1.706 -2.126 0.231 0.1 0.1 -0.1 0.286
C -1.765 -0.775 1.846 0.1 0.1 0.3 -1.188
C -0.861 -1.535 2.782 -0.1 0.0 0.0 0.647
C 0.436 -1.090 3.005 0.0 0.0 0.0 -0.266
C 1.284 -1.798 3.838 0.1 0.0 0.0 -0.628
C 0.841 -2.958 4.453 0.0 -0.1 0.0 -0.426
C -0.449 -3.408 4.231 0.0 -0.1 0.0 -0.540
C -1.297 -2.702 3.396 0.0 0.1 0.0 -0.400
H -2.306 -3.052 3.232 -0.1 0.0 0.0 0.363
H -0.798 -4.309 4.712 0.0 -0.1 0.1 0.384
H 1.501 -3.507 5.107 0.1 -0.1 0.1 0.388
H 2.287 -1.441 4.014 0.1 0.0 0.0 0.386
H 0.776 -0.179 2.532 0.0 0.1 0.0 0.425
H -1.585 0.299 1.916 -0.1 -0.1 0.0 0.348
H -2.815 -0.984 2.064 0.1 0.1 0.0 0.502
C -0.683 -0.963 -1.811 0.1 0.3 0.0 -0.737
H -1.566 -0.736 -2.414 0.0 0.0 0.0 0.322
H -0.589 -2.048 -1.763 0.0 0.0 -0.1 0.464
C 0.580 -0.387 -2.461 0.0 -0.6 0.0 -0.710
N 0.582 1.093 -2.400 -0.2 0.1 0.6 0.132
C -0.266 1.732 -3.425 -0.3 0.6 -0.3 -0.505
H 0.160 1.531 -4.412 0.0 -0.1 0.1 0.383
C -0.296 3.244 -3.173 -0.2 -0.2 -0.1 -0.551
O 0.999 3.780 -3.212 0.0 0.1 -0.1 -0.397
C 1.819 3.200 -2.233 0.2 -0.2 0.0 -0.551
H 1.420 3.401 -1.227 0.1 0.0 -0.1 0.314
C 1.934 1.686 -2.443 0.5 0.6 0.0 -0.467
H 2.383 1.479 -3.419 -0.1 -0.1 0.1 0.382
H 2.551 1.248 -1.658 -0.1 -0.1 0.0 0.397
H 2.798 3.669 -2.329 0.0 -0.1 0.1 0.388
H -0.769 3.445 -2.200 0.0 0.0 -0.1 0.300
H -0.864 3.746 -3.957 -0.1 -0.1 0.1 0.399
H -1.277 1.329 -3.376 0.0 -0.1 0.0 0.343
H 0.136 1.268 -1.412 0.2 -0.1 -0.5 0.301
H 1.455 -0.745 -1.913 0.0 0.1 -0.1 0.382
H 0.665 -0.719 -3.499 0.0 0.1 0.1 0.322

=====

3.
42
Properties=species:S:1:pos:R:3:forces:R:3:mulliken_charge:R:1 method="wB97M-V/def2-TZVPD" total_charge=0 smiles="COc1cc(CN2CCCN(C)CC2)cc([N+](=O)[O-])c1O" relative_energy_ev=5.946
C 1.312 2.505 3.291 -0.2 0.1 0.1 -0.817
H 1.800 2.636 4.254 -0.1 0.0 0.0 0.244
O 2.256 1.856 2.475 0.3 -0.2 -0.3 -0.451
C 1.913 1.554 1.200 0.0 0.0 -0.1 0.674
C 0.699 1.838 0.608 0.3 0.0 0.2 -0.633
C 0.428 1.495 -0.723 0.3 -0.1 -0.2 0.420
C 1.408 0.870 -1.457 0.1 0.1 0.1 -0.419
C 2.647 0.557 -0.876 -1.0 0.7 0.8 -0.366
C 2.927 0.889 0.459 0.1 -0.1 -0.3 1.058
O 4.072 0.625 1.082 0.3 -0.1 0.1 -0.592
H 4.686 0.188 0.444 -0.5 0.2 0.1 0.410
N 3.606 -0.104 -1.686 0.3 -0.3 -0.5 1.104
O 4.714 -0.341 -1.203 0.3 -0.1 0.0 -0.772
O 3.301 -0.412 -2.818 0.1 0.0 0.0 -0.622
H 1.262 0.620 -2.496 -0.1 0.0 0.0 0.489
C -0.950 1.720 -1.302 -0.1 -0.1 0.0 -2.021
N -1.879 0.625 -1.075 -0.1 0.1 -0.2 0.229
C -2.328 0.451 0.292 0.0 -0.1 0.1 -1.080
H -2.292 1.432 0.769 -0.1 0.0 0.0 0.384
C -1.572 -0.573 1.152 -0.2 -0.2 -0.1 0.198
H -1.694 -0.307 2.204 0.0 0.0 0.1 0.371
H -0.506 -0.546 0.924 0.1 0.0 0.1 0.059
C -2.116 -1.997 0.957 0.1 0.1 0.1 -1.312
N -1.859 -2.603 -0.329 0.0 -0.1 0.0 0.234
C -0.527 -3.146 -0.467 -0.1 0.0 0.1 -0.934
H 0.283 -2.411 -0.344 0.0 0.0 0.0 0.255
H -0.391 -3.924 0.284 0.1 0.0 0.0 0.338
H -0.430 -3.598 -1.453 0.1 0.0 -0.1 0.303
C -2.320 -1.832 -1.462 0.1 0.1 -0.2 -1.517
H -3.366 -1.569 -1.292 -0.1 0.0 -0.1 0.349
C -1.514 -0.572 -1.814 -0.1 -0.1 -0.1 0.261
H -0.446 -0.813 -1.695 -0.1 0.0 -0.1 0.058
H -1.678 -0.343 -2.874 0.1 -0.1 0.0 0.358
H -2.281 -2.498 -2.331 -0.1 0.1 0.0 0.450
H -3.203 -1.975 1.100 0.0 0.0 0.1 0.376
H -1.694 -2.655 1.721 -0.1 0.0 0.0 0.416
H -3.385 0.156 0.259 0.0 0.1 0.2 0.405
H -1.392 2.624 -0.877 0.1 0.0 -0.1 0.530
H -0.871 1.853 -2.385 0.0 0.1 0.0 0.499
H -0.069 2.340 1.175 -0.1 0.1 0.1 0.432
H 1.038 3.485 2.888 0.0 0.0 0.0 0.341
H 0.409 1.899 3.422 0.0 0.0 0.0 0.291

=====

4.
44
Properties=species:S:1:pos:R:3:forces:R:3:mulliken_charge:R:1 method="wB97M-V/def2-TZVPD" total_charge=+2 relative_energy_ev=0.000
Sc -0.525 -0.135 2.745 -0.2 -0.3 -0.1 1.082
C -3.151 -1.186 -0.369 0.1 0.0 0.0 -1.549
C -2.389 -1.350 0.904 0.0 -0.1 0.0 1.752
O -1.303 -0.673 0.981 0.0 0.1 0.4 -0.700
C -2.842 -2.210 1.952 0.0 0.0 0.0 0.083
C -4.078 -2.891 1.778 0.0 0.0 0.0 -0.712
C -4.525 -3.809 2.683 0.0 0.0 0.0 -0.940
C -3.737 -4.107 3.804 0.0 0.0 0.0 -0.378
C -2.536 -3.471 4.019 0.0 0.0 0.0 -0.633
C -2.076 -2.503 3.126 0.0 -0.1 0.0 1.042
O -0.920 -1.893 3.406 0.0 0.6 -0.2 -0.856
H -2.543 -0.633 -1.079 0.0 0.0 0.0 0.351
H -4.066 -0.623 -0.164 0.0 0.0 0.0 0.422
H -3.440 -2.142 -0.800 0.0 0.0 0.0 0.473
H -4.684 -2.673 0.911 0.0 0.0 0.0 0.376
H -5.471 -4.309 2.534 0.0 0.0 0.0 0.428
H -4.076 -4.850 4.514 0.0 0.0 0.0 0.413
H -1.926 -3.696 4.882 0.0 0.0 0.0 0.463
N 0.812 1.781 2.447 -0.2 -0.1 0.1 -0.618
C -0.170 2.849 2.057 0.0 0.0 0.0 0.148
C 0.093 4.206 2.751 -0.1 0.0 0.0 -0.965
C 0.550 5.348 1.827 -0.1 0.0 0.0 -0.483
C -0.653 6.162 1.349 -0.1 -0.1 0.0 -1.175
N -1.603 5.353 0.585 0.1 0.3 -0.1 0.011
C -1.799 5.379 -0.724 0.0 0.0 0.1 0.898
N -2.715 4.560 -1.250 0.0 0.0 0.0 -0.387
N -1.093 6.173 -1.530 0.0 0.0 0.0 -0.346
C -1.618 2.391 2.318 0.1 0.1 0.1 0.467
O -2.526 2.999 1.791 -0.1 0.0 0.1 -0.721
O -1.758 1.358 3.103 0.1 -0.1 -0.2 -0.712
H 1.233 2.040 3.338 0.0 0.0 0.0 0.375
H 1.586 1.767 1.787 0.0 0.0 0.0 0.315
H -0.102 2.971 0.975 0.1 0.0 0.0 0.500
H 0.805 4.052 3.564 0.1 0.0 -0.1 0.593
H -0.829 4.522 3.245 0.0 0.0 0.1 0.461
H 1.117 4.961 0.976 0.0 0.0 0.0 0.329
H 1.215 6.021 2.367 0.0 0.0 0.0 0.383
H -0.371 7.047 0.781 0.1 -0.1 0.0 0.453
H -1.189 6.534 2.223 0.0 0.1 0.0 0.330
H -2.138 4.660 1.104 0.0 -0.1 0.0 0.260
H -3.325 4.032 -0.648 0.0 0.0 0.0 0.191
H -2.942 4.593 -2.229 0.0 0.0 0.0 0.201
H -0.414 6.816 -1.166 0.0 0.0 0.0 0.152
H -1.332 6.261 -2.503 0.0 0.0 0.0 0.223

=====

5.
42
Properties=species:S:1:pos:R:3:forces:R:3:mulliken_charge:R:1 method="wB97M-V/def2-TZVPD" total_charge=0 smiles=CC#N.CC#N.CC#N.CC#N.CC#N.CC#N.CC#N relative_energy_ev=0.417
C -2.266 0.799 2.898 1.0 -1.0 -0.3 -0.408
C -1.666 0.572 4.219 -0.3 0.2 -0.4 0.172
N -1.211 0.309 5.238 0.1 0.1 0.1 -0.392
H -1.911 1.689 2.384 -0.4 0.4 0.5 0.227
H -3.336 0.626 2.917 -0.1 0.4 0.0 0.317
H -1.850 0.029 2.239 -0.2 -0.2 0.2 0.065
C -0.770 4.719 -0.975 -0.4 0.6 1.1 -0.333
C -0.221 5.648 0.023 0.1 -0.2 0.0 0.240
N 0.207 6.366 0.809 -0.1 0.0 -0.1 -0.373
H -1.376 3.994 -0.434 0.2 -0.2 0.0 -0.026
H 0.046 4.207 -1.470 -0.2 0.1 -0.4 0.179
H -1.461 5.312 -1.572 0.3 -0.2 -0.6 0.306
C 3.454 0.933 -2.414 0.1 0.2 0.2 -0.349
C 4.138 1.753 -3.403 0.1 -0.1 -0.3 0.143
N 4.702 2.329 -4.220 -0.1 0.1 0.1 -0.350
H 2.646 1.497 -1.950 0.0 0.0 0.0 0.003
H 4.166 0.655 -1.638 -0.1 -0.1 0.0 0.297
H 3.059 0.039 -2.891 0.0 0.0 0.0 0.252
C 2.397 -3.769 3.352 0.3 0.6 -0.3 -0.833
C 2.355 -3.204 2.001 -0.3 -0.2 0.7 0.386
N 2.328 -2.789 0.937 0.0 0.3 -0.6 -0.394
H 1.406 -3.905 3.776 -0.1 -0.2 -0.2 0.291
H 2.899 -3.046 3.997 0.2 -0.2 0.0 0.294
H 2.964 -4.694 3.268 -0.1 -0.1 0.4 0.278
C 0.570 -0.383 -0.987 -1.0 -0.1 1.1 -0.500
C 0.070 0.841 -0.355 -0.2 0.0 -0.3 0.198
N -0.359 1.724 0.242 0.1 0.0 -0.2 -0.408
H 1.552 -0.548 -0.552 0.2 -0.4 -0.6 0.294
H 0.439 -0.474 -2.060 0.5 0.5 -0.1 0.422
H -0.115 -1.149 -0.603 0.3 -0.1 0.1 -0.042
C -0.517 -4.219 -0.721 -0.1 0.3 -0.2 -0.546
C 0.058 -3.684 -1.960 0.0 -0.1 0.4 0.466
N 0.517 -3.238 -2.912 0.0 0.1 -0.1 -0.483
H -1.448 -3.690 -0.513 0.0 -0.1 0.0 0.232
H 0.156 -4.034 0.113 0.1 -0.1 -0.1 0.014
H -0.722 -5.280 -0.834 0.0 -0.1 0.1 0.339
C -3.583 1.083 -1.280 -1.3 -0.3 0.8 -0.803
C -3.170 -0.082 -0.509 0.3 0.1 -0.4 0.429
N -2.866 -0.992 0.117 0.1 -0.3 0.1 -0.463
H -3.499 1.938 -0.610 0.4 0.3 -0.4 0.204
H -4.663 0.945 -1.416 0.1 0.1 -0.3 0.364
H -3.118 1.174 -2.252 0.3 0.1 0.1 0.289

=====

no.,orbital gap (eV)
1,8.605
2,9.526
3,7.586
4,7.930
5,11.618